{"formula": "C40H61Cl2F5N2O13S2", "method": "ωB97M-V with the def2-TZVPD basis set", "elements": ["C", "C", "C", "N", "C", "C", "C", "C", "C", "C", "H", "H", "H", "H", "H", "H", "H", "H", "H", "H", "H", "H", "H", "H", "H", "H", "H", "H", "H", "H", "N", "S", "O", "O", "F", "S", "O", "O", "F", "C", "Cl", "Cl", "H", "H", "C", "C", "O", "C", "O", "O", "C", "H", "H", "H", "H", "H", "H", "H", "H", "C", "C", "O", "C", "O", "O", "C", "H", "H", "H", "H", "H", "H", "H", "H", "C", "C", "O", "C", "O", "O", "C", "H", "H", "H", "H", "H", "H", "H", "H", "F", "C", "C", "C", "C", "C", "C", "H", "H", "H", "H", "H", "F", "C", "C", "C", "C", "C", "C", "H", "H", "H", "H", "H", "F", "C", "C", "C", "C", "C", "C", "H", "H", "H", "H", "H"], "coordinates": [[-3.196240, 0.774410, 0.236272], [-1.676420, 0.658927, 0.778909], [-0.742433, -0.207239, -0.097241], [0.739560, -0.311140, 0.253073], [0.953104, -1.265530, 1.528991], [0.278811, -2.675137, 1.304708], [1.042868, -3.241855, 0.096939], [1.057157, -2.436083, -1.180900], [1.498460, -1.018295, -0.919249], [1.327518, 1.140021, 0.457861], [-3.223852, 1.273333, -0.732445], [-3.679049, 1.279620, 1.072785], [-3.654518, -0.205898, 0.105603], [-1.464203, 0.232319, 1.759251], [-1.283187, 1.674725, 0.819262], [-0.716395, 0.272202, -1.075788], [-1.184754, -1.184854, -0.288836], [0.488108, -0.705336, 2.340206], [2.033318, -1.318700, 1.664686], [-0.791031, -2.601956, 1.109285], [0.414078, -3.323087, 2.170711], [0.699581, -4.261095, -0.080236], [2.057745, -3.553882, 0.343441], [0.102374, -2.375158, -1.703189], [1.566471, -2.845621, -2.053241], [1.392146, -0.398163, -1.809323], [2.510509, -0.997418, -0.514989], [2.344998, 1.167417, 0.847816], [0.665549, 1.602640, 1.189906], [1.152814, 1.542893, -0.539780], [2.291508, 0.925001, 3.460997], [3.114166, 0.514096, 4.585895], [2.743807, -0.613559, 5.480944], [4.011996, 1.551368, 5.103918], [4.156810, -0.168709, 3.657212], [1.217293, 1.661257, 4.532768], [1.559170, 2.918574, 5.238372], [0.296816, 0.735519, 5.232287], [0.155360, 2.168164, 3.467103], [6.642939, -1.901805, -0.040267], [7.685365, -3.106936, 0.913561], [4.869483, -2.412718, -0.024819], [6.683610, -0.879407, 0.335430], [7.011290, -1.854441, -1.065047], [-6.746161, 2.582859, -0.343857], [-7.677603, 2.733993, 0.851635], [-7.608639, 4.045897, 1.387953], [-7.823398, 4.196155, 2.726036], [-8.171981, 3.247635, 3.421987], [-7.412938, 5.422005, 3.105150], [-7.748240, 5.948876, 4.370132], [-5.818792, 3.023782, 0.021763], [-7.161834, 3.194187, -1.144851], [-6.631725, 1.558294, -0.697805], [-7.498282, 2.000436, 1.637658], [-8.732578, 2.569306, 0.632547], [-7.407861, 5.336754, 5.205331], [-8.815820, 5.836067, 4.558910], [-7.438213, 6.953323, 4.658357], [5.683130, 2.430679, 0.269541], [4.550065, 2.184397, -0.683610], [4.900529, 0.948264, -1.232338], [4.675656, 0.659220, -2.546274], [4.266029, 1.412553, -3.397671], [5.007137, -0.590679, -2.711745], [5.023021, -1.124378, -4.023603], [5.617483, 1.621622, 0.997015], [5.518461, 3.392296, 0.755620], [6.660762, 2.409644, -0.212012], [4.536269, 2.921125, -1.486820], [3.553644, 2.252303, -0.246990], [4.088733, -0.944594, -4.555480], [5.227673, -2.172777, -3.806641], [5.793765, -0.651171, -4.631983], [-3.324554, -0.815499, -4.707491], [-1.789621, -0.785704, -4.640076], [-1.353830, 0.552147, -4.916221], [-0.097932, 0.886263, -4.710465], [0.739327, 0.071703, -4.464844], [0.123235, 2.165612, -4.743965], [1.423676, 2.705216, -4.556330], [-3.655451, -1.841108, -4.543940], [-3.513963, -0.453624, -5.718070], [-3.805611, -0.055310, -4.092042], [-1.453720, -1.444733, -5.440663], [-1.498976, -1.079085, -3.631334], [2.126373, 2.243831, -5.250209], [1.864998, 2.525707, -3.575961], [1.287386, 3.775810, -4.709114], [-3.440317, -2.839488, -0.995607], [-2.843919, -4.005318, -0.658128], [-3.084379, -4.430398, 0.721867], [-2.398633, -5.544288, 1.237603], [-1.572432, -6.246806, 0.353858], [-1.511623, -5.910428, -1.031629], [-2.161012, -4.794444, -1.565929], [-3.790398, -3.905959, 1.348687], [-2.627434, -5.807312, 2.259792], [-0.879338, -7.048005, 0.563843], [-0.911640, -6.569427, -1.641656], [-2.119118, -4.587155, -2.625023], [2.407871, -4.019561, 2.953961], [3.555323, -4.715247, 3.080912], [4.741281, -4.013628, 3.315913], [5.912900, -4.666539, 3.610662], [5.885647, -6.034729, 3.546944], [4.731112, -6.781355, 3.327387], [3.576890, -6.107483, 3.008020], [4.724478, -2.935974, 3.246658], [6.821202, -4.122854, 3.824651], [6.803856, -6.507049, 3.863490], [4.893122, -7.834209, 3.505280], [2.594265, -6.505387, 2.801792], [-2.177975, 3.086081, -2.336653], [-2.423049, 4.350592, -1.899387], [-2.233859, 5.335396, -2.869803], [-2.429675, 6.689603, -2.551765], [-2.950704, 6.982631, -1.260934], [-3.080248, 6.016222, -0.248936], [-2.959984, 4.656032, -0.626968], [-1.840039, 5.079786, -3.842409], [-2.342677, 7.471245, -3.291950], [-3.032022, 8.047903, -1.102885], [-3.319666, 6.286995, 0.768787], [-3.150132, 3.852792, 0.069481]], "forces_ev_per_a": [[2.2, -1.0, 1.3], [0.5, -0.5, -0.7], [-0.3, 1.2, -1.4], [0.2, -1.3, 0.8], [-1.6, 0.6, -0.5], [1.7, 1.6, -1.0], [-0.1, -2.3, -0.2], [-1.2, 0.8, -0.3], [0.2, 0.9, 1.0], [-1.7, -1.8, -0.1], [0.0, 0.4, 0.3], [-0.5, 0.3, -0.5], [0.0, -0.1, 0.1], [-1.2, 0.2, 0.5], [-0.1, 0.0, 0.0], [0.0, 0.0, -0.4], [0.4, -0.1, 0.4], [0.3, -0.1, 0.1], [-0.1, -0.1, 0.1], [0.1, 0.1, 0.0], [0.1, 0.3, 0.0], [-0.7, 0.0, -0.4], [0.4, 0.9, 0.5], [-0.8, 0.0, 0.6], [1.1, -0.2, 0.6], [0.1, 0.2, 0.1], [0.3, 0.1, -0.5], [-0.2, -0.5, -0.3], [0.3, 0.1, -0.1], [0.5, 0.5, 0.2], [-6.9, 3.6, -1.9], [10.7, -5.0, 7.1], [0.0, 2.8, -1.9], [-2.0, -0.9, 0.4], [1.5, -1.9, -1.6], [-6.3, 2.7, 2.1], [0.0, -3.2, -2.0], [2.7, 1.2, -1.1], [0.3, 0.5, -1.4], [-0.3, -0.7, 0.3], [-1.1, 1.4, -1.0], [1.5, 0.3, 0.0], [0.0, -0.5, 0.6], [-0.3, -0.5, 0.1], [-0.6, 1.0, 0.7], [-1.1, -1.4, 0.4], [0.5, 1.6, 1.0], [0.7, -2.3, 0.3], [0.1, 2.3, -0.5], [0.0, 0.2, -1.1], [-1.4, -1.5, 2.2], [0.4, -0.2, -0.5], [0.4, 0.0, -0.2], [0.0, 0.1, 0.3], [0.5, 0.1, 0.1], [-0.1, -0.1, -0.5], [0.8, -0.4, -0.3], [-0.3, 0.5, -0.5], [0.3, 0.1, -1.4], [-0.7, 0.4, 0.8], [0.8, 1.7, -1.1], [-0.8, -2.0, -1.4], [-0.3, 1.4, 0.6], [0.1, -0.2, 0.5], [0.4, -0.5, 0.5], [0.0, -0.1, -0.3], [0.3, 0.2, 0.3], [0.3, -0.1, 0.3], [-0.2, 0.0, -0.1], [0.1, 0.2, -0.1], [0.2, -0.6, 0.2], [-0.2, -0.2, 0.3], [-0.1, 0.0, -0.7], [0.2, -0.1, 0.2], [1.0, 1.1, -0.9], [-0.9, 0.0, 0.3], [-1.4, 1.1, -0.3], [0.4, -1.1, 0.6], [1.6, -1.3, 0.5], [-1.5, 1.4, -0.3], [0.6, -0.2, -0.1], [-0.3, 0.3, 0.0], [-0.6, -0.5, -0.2], [0.1, -0.4, 0.5], [0.6, -0.1, 0.4], [0.6, -0.1, -0.2], [-0.1, 0.3, -0.2], [-0.5, -0.1, 0.2], [0.2, -0.2, -0.1], [0.2, -0.2, -0.5], [-1.0, -1.0, 2.8], [1.2, -0.1, -2.0], [-0.5, 0.8, -1.3], [0.4, 0.4, -1.8], [-0.3, 0.0, 1.7], [0.1, 0.0, 0.6], [0.1, 0.3, -0.1], [0.4, -0.3, 0.1], [-0.4, -0.2, 0.8], [0.0, 0.1, -0.3], [0.0, 0.3, 0.0], [0.0, -0.3, -0.3], [2.1, -0.3, 0.2], [-1.2, 1.1, -0.2], [-0.5, 0.0, -0.8], [0.7, -0.6, 1.2], [1.4, 0.4, 0.0], [-1.7, 1.0, 0.3], [-0.2, 0.2, 0.3], [0.0, 0.0, 0.0], [0.0, -0.5, -0.2], [-0.8, -0.2, -0.5], [0.1, -0.8, 0.1], [-0.2, 0.0, 0.8], [-1.0, 1.2, -0.2], [0.6, 0.9, 0.4], [-1.5, -1.7, 1.4], [1.6, 0.2, -0.6], [-0.3, -0.5, -1.8], [1.3, 0.2, -0.6], [-0.1, -0.3, -0.1], [0.2, 0.0, 0.0], [-0.4, 0.0, 0.7], [-0.2, 0.0, -0.1], [0.1, 0.0, 0.1]], "mulliken_charge": [-1.37, -0.61, -0.11, 0.81, -0.80, -0.72, -0.46, -0.29, -0.18, -1.01, 0.24, 0.40, 0.48, 0.37, 0.32, 0.26, -0.09, 0.47, 0.51, 0.24, 0.54, 0.49, 0.18, -0.21, 0.58, 0.39, -0.26, 0.10, 0.13, 0.47, 0.17, 0.86, -0.63, -0.67, -0.26, 0.94, -0.59, -0.61, -0.26, -0.38, -0.15, -0.03, 0.17, 0.35, -0.80, -0.45, -0.29, 0.70, -0.57, -0.27, -0.69, 0.09, 0.33, 0.35, 0.38, 0.34, 0.31, 0.30, 0.28, -1.36, 0.07, -0.10, 0.75, -0.63, -0.10, -0.72, 0.22, 0.43, 0.33, 0.44, 0.13, 0.23, 0.23, 0.32, -1.41, 0.41, -0.34, 0.90, -0.60, -0.32, -0.60, 0.36, 0.41, 0.31, 0.33, -0.18, 0.34, 0.13, 0.29, -0.38, 0.53, -0.43, -0.51, -0.56, -0.44, -0.38, 0.46, 0.43, 0.42, 0.37, 0.49, -0.14, 0.16, -0.06, -0.83, -0.40, -0.68, -0.36, 0.63, 0.53, 0.34, 0.35, 0.46, -0.06, 0.26, -0.49, -0.49, -0.39, -0.79, -0.05, 0.43, 0.38, 0.33, 0.40, 0.43], "energy_ha": -4864.27183, "lumo_ev": 0.179, "gap_ev": 9.25}